C4H16FHfN8O4 as an isolated structure in a non-equilibrium geometry. Source: the Open Molecules 2025 dataset; level of theory: ωB97M-V with the def2-TZVPD basis set.

Max |F| (eV/A): 8.5
Molecular weight (g mol⁻¹): 437.712
Energy relative to the best compared isomer or geometry (same formula, charge and spin) (eV): 2.356

The geometry in ORCA input format:
```
! RIJCOSX wB97M-V def2-TZVPD def2/J DEFGRID3
* xyz 3 1
Hf -0.69447 -1.46761 -2.46180
F -0.33476 -0.28296 -0.68634
C 2.66210 -1.44501 -1.48750
O 1.52986 -1.43829 -2.10237
N 3.80218 -1.25595 -2.13309
N 2.74657 -1.86177 -0.22622
H 4.74633 -1.34526 -1.78560
H 3.76551 -1.05058 -3.12252
H 3.59971 -2.11216 0.25376
H 1.93340 -2.10972 0.31351
C 1.17044 3.43936 -0.67461
O 1.43160 4.62289 -0.66463
N 0.60662 2.82863 -1.77062
N 1.42617 2.59714 0.38589
H 0.43774 3.44123 -2.55354
H 0.16747 1.92982 -1.69613
H 1.31765 1.64610 0.05652
H 2.21957 2.74455 0.99547
C -2.69646 -2.91747 0.06156
O -2.17152 -2.29438 -0.92270
N -3.18264 -4.16198 0.09035
N -2.72648 -2.32310 1.27323
H -3.15919 -4.71550 -0.75458
H -3.28300 -4.66064 0.96009
H -1.98494 -1.69168 1.52894
H -3.20557 -2.67631 2.08879
C -1.35715 2.23367 2.40475
O -1.43237 2.59982 3.55427
N -1.39482 3.09978 1.32263
N -1.16652 0.92438 2.02622
H -1.35824 4.10587 1.43474
H -1.15031 2.69361 0.43673
H -0.93266 0.63935 1.08865
H -1.33182 0.26414 2.76616
*
```

One molecule with the formula C3H3ClF2 in a non-equilibrium geometry. Source: the Open Molecules 2025 dataset; level of theory: ωB97M-V with the def2-TZVPD basis set.

Max |F| (eV/A): 4.1
Molecular weight (g mol⁻¹): 112.506
SMILES string: F[C@@H]1[C@H](F)[C@H]1Cl
Energy relative to the best compared isomer or geometry (same formula, charge and spin) (eV): 1.536

The geometry in ORCA input format:
```
! RIJCOSX wB97M-V def2-TZVPD def2/J DEFGRID3
* xyz 0 1
F 1.35171 1.51332 -0.28162
C 0.40869 0.66293 0.25698
C 0.29241 -0.79256 0.30210
F 1.35507 -1.38807 -0.33276
C -0.60037 -0.02826 -0.61030
Cl -2.32949 0.04926 -0.12858
H -0.03913 1.14052 1.17742
H 0.10149 -1.11993 1.28299
H -0.54039 -0.03721 -1.66626
*
```

C20H21Cl2N6O4PPdSe as an isolated structure. Source: the Open Molecules 2025 dataset; level of theory: ωB97M-V with the def2-TZVPD basis set.

Max |F| (eV/A): 0.5
Molecular weight (g mol⁻¹): 696.686
Electronic energy (Eh): -5195.2071

The geometry in ORCA input format:
```
! RIJCOSX wB97M-V def2-TZVPD def2/J DEFGRID3
* xyz -2 1
Pd 0.52177 0.04470 -1.15875
Cl -1.08499 -0.63979 4.64284
C -0.18062 0.54659 3.64845
Cl -0.34168 0.26538 1.92957
H 0.86461 0.46968 3.91947
H -0.57551 1.52530 3.89312
C 2.66627 2.88158 -1.66481
N 2.72638 1.88249 -0.63780
C 2.48567 0.50863 -0.86158
Se 2.95095 -0.43601 -2.43436
N 2.69274 -0.06504 0.40642
C 3.02398 0.87132 1.33783
C 3.29879 0.79057 2.68928
C 3.58538 1.97943 3.37715
C 3.58749 3.20031 2.72482
C 3.30966 3.28956 1.35348
C 3.03177 2.12096 0.67325
H 2.30836 2.40628 -2.57571
H 3.65807 3.30539 -1.85888
H 1.97988 3.68146 -1.37753
H 2.60180 -1.07065 0.51081
H 3.30878 -0.16697 3.19669
H 3.80743 1.93571 4.43742
H 3.80229 4.10612 3.27971
H 3.29381 4.24475 0.84415
O -0.34745 2.90779 -0.27507
N -0.27321 2.23238 -1.31343
C -0.92578 2.71469 -2.39005
C -1.67030 3.92480 -2.29309
N -2.28654 4.89853 -2.23372
C -0.88364 2.01317 -3.61788
N -0.86090 1.50266 -4.65309
O 1.67302 -4.35030 0.10883
N 1.13042 -3.38626 -0.45273
O 0.48713 -3.53422 -1.50078
O 1.19894 -2.23974 0.07245
C -3.08635 0.23442 -1.24172
P -1.70611 -0.96633 -1.38158
C -1.96506 -1.65433 -3.05300
C -2.35084 -2.30018 -0.30496
C -2.32668 -3.64057 -0.68712
C -2.79364 -4.62933 0.16846
C -3.29630 -4.30036 1.41923
C -3.32544 -2.96990 1.81130
C -2.85642 -1.98345 0.95686
H -4.06940 -0.22757 -1.35895
H -2.94644 0.99871 -2.00742
H -3.03053 0.73543 -0.27434
H -2.93497 -2.14604 -3.17234
H -1.15645 -2.35917 -3.24686
H -1.86929 -0.83431 -3.76551
H -1.90379 -3.92551 -1.63706
H -2.74002 -5.66582 -0.14319
H -3.64651 -5.07841 2.08780
H -3.69544 -2.69463 2.79214
H -2.86510 -0.95390 1.29180
*
```